This record from the OMol25 dataset describes 10 unconnected molecules or ions with the total composition C25H60Cl15N5O5. The level of theory is ωB97M-V with the def2-TZVPD basis set.

```
110
Properties=species:S:1:pos:R:3
C -10.0810 -26.7870 -3.6631
O -10.0880 -26.6746 -5.0546
C -10.4043 -27.8814 -5.6558
C -10.3374 -27.6310 -7.1837
C -10.8455 -28.8356 -7.9225
N -8.9718 -27.3702 -7.7136
H -9.3456 -27.4635 -3.2976
H -11.0554 -27.0610 -3.2931
H -9.8710 -25.8094 -3.3304
H -9.8255 -28.7791 -5.3911
H -11.4122 -28.0937 -5.3070
H -10.9562 -26.7357 -7.3462
H -10.1736 -29.7547 -7.7230
H -10.9498 -28.6674 -8.9379
H -11.7355 -29.1408 -7.4825
H -8.4244 -28.2315 -7.8605
H -8.4670 -26.6657 -7.2730
C -11.0329 -19.6099 -7.2029
O -9.7466 -19.1502 -7.7488
C -9.9248 -17.9930 -8.5577
C -10.8177 -16.9261 -8.0406
C -11.0298 -15.9065 -9.1364
N -10.0674 -16.3174 -6.9422
H -11.8153 -19.4659 -7.9597
H -11.2976 -18.9846 -6.3181
H -10.9699 -20.6860 -6.9115
H -8.8906 -17.6359 -8.7533
H -10.2871 -18.3257 -9.5128
H -11.7708 -17.4363 -7.8460
H -10.0879 -15.8223 -9.6723
H -11.2921 -14.9529 -8.7794
H -11.8820 -16.2946 -9.7620
H -9.9521 -16.9404 -6.1387
H -10.5786 -15.5243 -6.5080
C -10.1359 -15.3224 -2.7814
O -10.8845 -16.1568 -3.6793
C -12.0755 -16.6852 -3.0640
C -13.1570 -16.9424 -4.0787
C -13.6438 -15.7344 -4.7989
N -14.2948 -17.5918 -3.4216
H -9.1609 -15.2299 -3.1419
H -10.0791 -15.7088 -1.7872
H -10.4865 -14.3124 -2.8409
H -11.7720 -17.6188 -2.6020
H -12.5259 -16.0426 -2.2669
H -12.6095 -17.6177 -4.7906
H -14.4452 -16.0224 -5.4617
H -12.8317 -15.1790 -5.2569
H -14.1027 -15.0409 -4.0923
H -14.1744 -18.5515 -3.4765
H -15.1674 -17.2856 -3.8472
C -13.5209 -23.4541 -5.0233
O -12.1379 -23.0493 -4.8774
C -11.4592 -23.2682 -6.1122
C -9.9901 -22.9114 -5.9940
C -9.3235 -23.1454 -7.4104
N -9.2192 -23.6878 -5.0375
H -13.9543 -23.4040 -4.0059
H -13.5137 -24.4906 -5.3362
H -13.9638 -22.7324 -5.7500
H -11.5907 -24.3240 -6.4182
H -11.8339 -22.6117 -6.8750
H -9.9024 -21.8585 -5.8157
H -8.2415 -23.1646 -7.3877
H -9.7672 -22.3759 -8.1125
H -9.5793 -24.0693 -7.9115
H -9.1149 -24.6936 -5.3700
H -9.6152 -23.7807 -4.1086
C -6.4631 -25.6569 -5.3546
O -6.6139 -25.3921 -6.7317
C -5.3656 -25.0677 -7.3476
C -4.2744 -26.1504 -7.3307
C -2.9571 -25.6113 -7.8312
N -4.6883 -27.4117 -8.1142
H -7.5206 -25.7375 -4.9925
H -5.8903 -24.8184 -4.8987
H -5.9535 -26.6197 -5.2867
H -5.5613 -24.9764 -8.4314
H -4.9678 -24.0755 -6.9856
H -4.1707 -26.4615 -6.2569
H -3.0044 -25.3324 -8.9068
H -2.0950 -26.3014 -7.7217
H -2.6948 -24.6763 -7.2900
H -5.1856 -27.1214 -8.9602
H -5.3296 -28.0143 -7.5349
Cl -11.0144 -21.9652 -10.7243
C -12.7300 -22.3050 -10.8892
Cl -13.6558 -21.0592 -11.5763
Cl -13.4505 -22.8297 -9.2863
H -12.8437 -23.1718 -11.5797
Cl -6.2134 -19.8438 -9.4923
C -5.4764 -21.3843 -8.9898
Cl -3.8336 -21.7806 -9.5376
Cl -6.5665 -22.7116 -9.5583
H -5.3300 -21.4357 -7.9426
Cl -16.8761 -20.4049 -7.7109
C -15.5187 -19.7599 -8.5788
Cl -14.6531 -18.4410 -7.7221
Cl -15.8928 -19.2158 -10.1978
H -14.7703 -20.5346 -8.5057
Cl -12.7955 -23.0506 -1.5588
C -12.4257 -21.4831 -2.1722
Cl -10.6708 -21.2156 -2.1883
Cl -13.1745 -20.2180 -1.2617
H -12.7794 -21.4875 -3.2177
Cl -5.6364 -21.8192 -5.2012
C -7.1667 -21.6184 -4.2370
Cl -8.0286 -20.1322 -4.6233
Cl -6.7603 -21.8755 -2.5620
H -7.7534 -22.4802 -4.4869
```

Summary:
DFT total energy   -232418.0540 eV
F_max   3.14 eV/A
HOMO-LUMO gap   9.30 eV
HOMO   -9.092 eV
2S+1   1
Total charge   0
Molar mass   1042.58 g mol⁻¹

***

This record from the OMol25 dataset describes C5H5BrClNO in the gas phase. The level of theory is ωB97M-V with the def2-TZVPD basis set.

```
14
Properties=species:S:1:pos:R:3
C 2.0031 -0.1611 0.3499
C 0.5501 0.2225 0.3081
O 0.0400 1.4106 0.6863
N -1.3322 1.4371 0.4690
C -1.6976 0.2713 0.0488
C -3.0836 -0.1197 -0.2587
Br -3.7748 -1.2558 1.1916
C -0.4688 -0.6021 -0.0062
Cl -0.3987 -2.2535 -0.6227
H 2.2276 -0.9058 1.0495
H 2.3699 -0.2969 -0.7407
H 2.5494 0.7114 0.8505
H -3.3012 -0.6235 -1.1684
H -3.6644 0.7253 -0.5188
```

Summary:
DFT total energy   -91366.5517 eV
F_max   4.12 eV/A
HOMO-LUMO gap   10.15 eV
HOMO   -9.603 eV
2S+1   1
Total charge   0
Molar mass   210.46 g mol⁻¹

***

This record from the OMol25 dataset describes a molecular structure, C19H22ILuN6O7. The level of theory is ωB97M-V with the def2-TZVPD basis set.

```
56
Properties=species:S:1:pos:R:3
C 1.9882 -0.7924 -4.6160
I -1.1481 1.9227 -3.6533
H 0.9674 -1.1829 -4.6804
H 2.5997 -1.5081 -5.2098
H 1.9786 0.2115 -5.1052
C -1.5106 3.3565 0.3953
C -2.7546 2.8912 0.1345
N -2.6571 2.0423 -0.9446
C -1.3687 2.0306 -1.4052
N -0.6605 2.8407 -0.5530
H -1.1631 4.0555 1.1459
H -3.7071 3.1238 0.5859
C 1.5010 -3.0673 -0.4828
C 1.6308 -1.8019 -2.3288
N 2.1183 -1.9766 -1.0730
H -0.2649 -4.1965 -1.1938
N 0.4423 -2.5295 -2.3560
H 1.8737 -3.4878 0.4350
Lu -0.4296 -0.1541 -1.7980
C 2.1296 -0.7249 -3.2070
O 2.4958 0.3372 -2.6382
C 0.4564 -3.4065 -1.2674
C -0.4007 -2.8491 -3.5323
H -1.3972 -2.3969 -3.4078
H -0.5502 -3.9340 -3.5424
H 0.0320 -2.5878 -4.5107
C 3.2292 -1.3138 -0.3945
H 4.0842 -2.0007 -0.3458
H 2.9216 -1.0896 0.6379
H 3.4836 -0.3884 -0.9074
C 0.7508 3.1302 -0.6767
H 0.8955 4.2106 -0.8361
H 1.1824 2.5935 -1.5305
H 1.2783 2.8149 0.2379
C -3.7179 1.4629 -1.7472
H -3.5757 0.3754 -1.8431
H -3.7388 1.9063 -2.7596
H -4.6731 1.6605 -1.2605
O -1.3874 -0.8888 0.1704
C -0.4115 -0.3388 0.8199
O 0.5707 0.1619 0.1324
C -0.3372 -0.1504 2.2992
C -0.2174 1.1291 2.8564
C -0.2151 1.2981 4.2630
C -0.1804 0.1903 5.1171
C -0.2112 -1.0840 4.5405
C -0.3152 -1.2632 3.1434
N -0.0543 -2.2477 5.3871
O 0.0969 -2.0862 6.6170
O -0.0584 -3.3769 4.8514
N -0.2751 2.6325 4.8153
O -0.3774 3.6030 4.0268
O -0.2318 2.7802 6.0539
H -0.2029 2.0118 2.2205
H -0.1203 0.3162 6.1945
H -0.3935 -2.2647 2.7259
```

Summary:
DFT total energy   -85046.0294 eV
F_max   5.72 eV/A
HOMO-LUMO gap (alpha / beta)   2.32 / 2.22 eV
HOMO (alpha / beta)   1.029 / 1.127 eV
2S+1   1
Total charge   -2
Molar mass   748.29 g mol⁻¹

***

This record from the OMol25 dataset describes a molecular structure, C25H33Cl3NOSSi2V. The level of theory is ωB97M-V with the def2-TZVPD basis set.

```
67
Properties=species:S:1:pos:R:3
V -0.7880 0.9849 0.8019
C 2.5526 1.9550 2.4538
Si 1.3908 0.8071 3.3543
C 1.0655 1.4105 5.0837
C 2.0776 -0.9300 3.3702
N -0.1656 0.7509 2.4887
C -1.3368 0.2579 3.1533
C -2.1414 1.1352 3.8812
C -3.3161 0.6747 4.4493
C -3.6984 -0.6525 4.2888
C -2.8973 -1.5253 3.5683
C -1.7124 -1.0769 3.0033
H 3.5265 1.9244 2.9505
H 2.2030 2.9886 2.4824
H 2.7156 1.6734 1.4124
H 1.9845 1.3516 5.6719
H 0.3111 0.8056 5.5891
H 0.7350 2.4510 5.0950
H 3.0386 -0.9537 3.8909
H 2.2237 -1.3130 2.3567
H 1.4074 -1.6204 3.8867
H -1.8382 2.1694 3.9882
H -3.9437 1.3535 5.0110
H -4.6233 -1.0029 4.7265
H -3.1954 -2.5574 3.4409
H -1.0735 -1.7480 2.4424
O 2.1395 -0.4049 -0.3831
S 3.1321 -0.4083 -1.6209
C 3.4600 -2.1134 -1.9220
C 3.2552 -2.5449 -3.2252
C 3.4840 -3.8787 -3.5288
C 3.8932 -4.7499 -2.5313
C 4.0817 -4.3032 -1.2251
C 3.8699 -2.9756 -0.9111
C 4.6000 0.1777 -0.8292
C 5.4930 0.8524 -1.6498
C 6.6877 1.3023 -1.1083
C 6.9613 1.0864 0.2342
C 6.0464 0.4238 1.0456
C 4.8542 -0.0403 0.5183
H 2.9093 -1.8531 -3.9832
H 3.3319 -4.2352 -4.5379
H 4.0643 -5.7917 -2.7670
H 4.3942 -4.9956 -0.4558
H 4.0076 -2.6176 0.1006
H 5.2591 1.0277 -2.6930
H 7.3959 1.8291 -1.7325
H 7.8905 1.4443 0.6567
H 6.2644 0.2700 2.0938
H 4.1266 -0.5391 1.1442
Cl 0.4386 -2.7451 0.2327
Si 0.4374 -0.7870 -0.4248
Cl -2.7880 0.8156 -0.0240
Cl 0.0654 -0.8986 -2.4552
C 0.2846 4.7338 -1.0254
C -0.5590 3.6707 -0.3247
C -0.8685 4.0881 1.1146
C 0.1435 2.3098 -0.3705
H -0.2248 5.6987 -1.0290
H 0.4865 4.4533 -2.0600
H 1.2424 4.8609 -0.5136
H -1.5077 3.5765 -0.8604
H 0.0504 4.1655 1.7026
H -1.5337 3.3759 1.6192
H -1.3689 5.0563 1.1432
H 1.1556 2.3720 0.0581
H 0.2374 1.9478 -1.4003
```

Summary:
DFT total energy   -119843.5026 eV
F_max   0.58 eV/A
HOMO-LUMO gap (alpha / beta)   8.11 / 8.17 eV
HOMO (alpha / beta)   -11.489 / -11.518 eV
2S+1   2
Total charge   +1
Molar mass   609.09 g mol⁻¹

***

This record from the OMol25 dataset describes CH4N4 in the gas phase. The level of theory is ωB97M-V with the def2-TZVPD basis set.

```
9
Properties=species:S:1:pos:R:3
H -1.4126 0.2691 -1.5056
N -0.6018 0.8914 -1.6505
N -0.3424 1.6061 -0.6032
N -0.4862 1.0645 0.5345
C -0.2262 -0.2606 0.6100
N 1.0172 -0.7847 0.4867
H -0.8781 -0.8415 1.2591
H 1.2297 -1.6633 0.9281
H 1.7004 -0.2809 -0.0591
```

Summary:
DFT total energy   -7058.3281 eV
F_max   2.78 eV/A
HOMO-LUMO gap (alpha / beta)   8.38 / 8.38 eV
HOMO (alpha / beta)   -8.225 / -8.227 eV
2S+1   1
Total charge   0
Molar mass   72.07 g mol⁻¹

***

Q: The highest 2S+1 belongs to which entry?
A: C25H33Cl3NOSSi2V

***

Q: Which formula does entry 4 have?
A: C25H33Cl3NOSSi2V